(1)
{
  "formula": "C5H12NO",
  "method": "wB97M-V/def2-TZVPD",
  "smiles": "C[C@H]([NH3+])CCC=O",
  "molar_mass_da": 102.2,
  "gap_ev": 10.09,
  "total_charge": 1,
  "e_homo_ev": -13.8,
  "species": ["O", "N", "C", "C", "C", "C", "C", "H", "H", "H", "H", "H", "H", "H", "H", "H", "H", "H", "H"],
  "xyz": [[2.9983, -1.5671, 0.3277], [0.4690, 1.2136, 0.7827], [-0.6728, 0.2821, 0.3523], [1.0509, -1.1373, -0.9903], [1.8095, -1.4433, 0.3078], [-0.3673, -0.5659, -0.8668], [-1.9749, 1.0765, 0.2019], [-2.6790, 0.8786, 1.0168], [0.6700, 1.8960, 0.0532], [1.1696, -1.6584, 1.1895], [0.1938, 1.7612, 1.5975], [-2.4439, 0.7892, -0.7313], [-0.6458, -0.0026, -1.7632], [1.7426, -0.4998, -1.5474], [1.0118, -2.1192, -1.4596], [-1.8750, 2.1561, 0.3169], [-1.0804, -1.3915, -0.9390], [-0.7358, -0.4039, 1.1976], [1.3595, 0.7358, 0.9537]],
  "atomic_forces_ev_per_a": [[0.078, 0.298, 0.330], [-0.005, 0.183, -0.865], [-0.429, -0.531, 0.894], [0.606, 0.290, 0.687], [-0.730, -0.590, -0.703], [0.276, 0.119, -0.923], [-0.206, -0.073, 0.899], [0.125, -0.465, -0.159], [-0.048, 0.144, -0.258], [0.218, 0.002, 0.296], [0.057, -0.191, 0.221], [-0.151, 0.367, -0.123], [0.448, 0.168, -0.045], [-0.232, -0.127, -0.312], [0.034, 0.053, -0.372], [0.358, 0.121, -0.643], [-0.111, 0.110, 0.660], [-0.106, 0.180, 0.153], [-0.184, -0.058, 0.261]]
}

***

(2)
{
  "formula": "C5H12NO",
  "method": "wB97M-V/def2-TZVPD",
  "smiles": "CC(C)[C@H]([NH3+])C=O",
  "molar_mass_da": 102.2,
  "gap_ev": 11.04,
  "total_charge": 1,
  "e_homo_ev": -14.9,
  "species": ["O", "N", "C", "C", "C", "C", "C", "H", "H", "H", "H", "H", "H", "H", "H", "H", "H", "H", "H"],
  "xyz": [[3.0363, -0.4156, -0.1493], [0.9296, 0.9868, -1.0001], [-0.5507, -0.2709, 0.5691], [-1.5873, 0.8385, 0.6997], [0.8377, 0.2872, 0.3567], [2.0139, -0.7020, 0.3956], [-0.9420, -1.3334, -0.5019], [-0.5200, -0.8127, 1.5135], [-1.5225, 1.3100, 1.6835], [0.8477, 1.9982, -0.8847], [1.0346, 1.0781, 1.0810], [-1.4859, 1.6330, -0.0351], [-2.6008, 0.4136, 0.7131], [-1.8423, -1.0298, -1.0360], [0.1011, 0.7196, -1.5409], [-0.1658, -1.5271, -1.2399], [-1.1780, -2.2746, -0.0152], [1.7514, 0.7430, -1.5594], [1.8431, -1.6417, 0.9503]],
  "atomic_forces_ev_per_a": [[0.234, -0.180, -0.316], [-1.125, 0.172, -0.015], [-0.316, -0.704, -0.366], [-0.394, -0.176, 1.029], [0.377, 0.180, -0.342], [-0.553, 0.098, 0.301], [-0.128, 0.414, 0.174], [0.161, 0.156, 0.203], [0.287, 0.149, -0.063], [0.387, -0.029, -0.135], [0.158, -0.108, 0.202], [-0.273, -0.034, -0.315], [0.287, 0.197, -0.479], [0.048, 0.022, -0.075], [0.086, -0.100, -0.094], [0.163, -0.111, -0.086], [0.048, -0.113, -0.069], [0.384, 0.056, 0.402], [0.169, 0.112, 0.042]]
}

***

(3)
{
  "formula": "C5H12NO",
  "method": "wB97M-V/def2-TZVPD",
  "molar_mass_da": 102.2,
  "gap_ev": 7.96,
  "total_charge": 1,
  "e_homo_ev": -13.6,
  "species": ["O", "N", "C", "C", "C", "C", "C", "H", "H", "H", "H", "H", "H", "H", "H", "H", "H", "H", "H"],
  "xyz": [[-2.6897, 0.4956, 0.4521], [0.5224, 0.9094, 0.0407], [1.3409, -1.3453, 0.0489], [1.5329, 0.1594, 0.1459], [-2.3735, 1.4721, -0.2552], [2.9978, 0.4796, 0.1936], [-2.8715, -0.8120, -0.0606], [3.3424, 0.2111, -0.7822], [-3.6745, -1.4240, 0.1765], [3.2828, -0.0542, 1.1152], [0.5493, -1.6387, -0.5483], [0.8526, 1.8664, -0.1093], [-1.9006, 2.3659, 0.2917], [-2.4643, 1.3617, -1.2975], [3.3516, 1.5603, 0.2636], [-2.8933, -0.7233, -1.0785], [-2.1060, -1.2490, 0.4955], [2.1579, -1.9337, -0.2211], [1.0429, -1.7016, 1.1289]],
  "atomic_forces_ev_per_a": [[-0.880, 2.310, 1.267], [-0.459, 1.024, -0.586], [-1.012, 0.562, 4.339], [0.309, -1.291, -1.216], [1.418, 0.058, 2.508], [-0.500, 2.293, 1.018], [0.637, 0.138, 0.543], [0.939, -1.131, -0.191], [-2.527, 0.157, 1.318], [0.973, -0.110, -0.891], [-1.761, -0.169, -1.328], [-0.135, 0.064, 0.579], [-1.209, -1.301, -0.935], [0.050, 0.252, -1.493], [-1.065, -1.105, 0.308], [0.905, -0.361, -2.776], [2.014, -1.410, -0.295], [1.703, -0.481, -0.382], [0.600, 0.499, -1.788]]
}

***

(4)
{
  "formula": "C5H12NO",
  "method": "wB97M-V/def2-TZVPD",
  "molar_mass_da": 102.2,
  "gap_ev": 9.46,
  "total_charge": 1,
  "e_homo_ev": -14.4,
  "species": ["O", "N", "C", "C", "C", "C", "C", "H", "H", "H", "H", "H", "H", "H", "H", "H", "H", "H", "H"],
  "xyz": [[3.3379, 0.9481, 0.4247], [-0.0322, 1.2512, 0.7930], [-1.3840, -0.0395, -0.6277], [0.7209, 1.3621, 1.8223], [-1.2085, -2.4332, -1.0643], [-2.0931, -1.2059, -1.3080], [-0.2012, 0.1287, -0.0206], [-2.3114, -0.9819, -2.3488], [-2.9972, -1.2285, -0.7133], [-0.6165, 2.0802, 0.6314], [0.7662, -0.5405, 0.0961], [-1.9707, 0.8865, -0.4688], [3.1688, 1.6787, -0.1836], [-1.1580, -2.6195, 0.0190], [0.6029, 2.1637, 2.5328], [-0.2057, -2.1363, -1.3712], [3.4642, 0.2585, -0.2404], [1.4803, 0.5966, 1.9080], [-1.6730, -3.3266, -1.5146]],
  "atomic_forces_ev_per_a": [[-0.452, -0.055, -0.808], [-0.517, 2.303, 1.200], [-0.211, 1.388, 0.062], [0.476, -1.001, -0.704], [-0.969, 0.023, 0.276], [1.773, 0.722, 1.547], [2.206, -2.621, -0.426], [-0.050, -0.006, -0.028], [-0.628, -0.357, -0.292], [-0.332, -0.612, -0.125], [-2.485, 0.992, -0.533], [-0.226, -0.618, -0.365], [0.138, 0.471, 0.343], [-0.043, 0.020, -0.276], [0.155, 0.351, -0.235], [0.030, -0.867, -0.484], [0.303, -0.424, 0.383], [-0.005, -0.053, 0.581], [0.836, 0.342, -0.118]]
}

***

(5)
{
  "formula": "C5H12NO",
  "method": "wB97M-V/def2-TZVPD",
  "molar_mass_da": 102.2,
  "gap_ev": 3.71,
  "total_charge": 1,
  "e_homo_ev": -11.8,
  "species": ["O", "N", "C", "C", "C", "C", "C", "H", "H", "H", "H", "H", "H", "H", "H", "H", "H", "H", "H"],
  "xyz": [[3.0784, 1.6554, -1.3915], [2.1548, -1.1137, 0.2216], [2.0260, -0.9509, -1.3083], [4.6205, -0.1712, 0.8495], [3.9312, -2.6736, -0.0422], [5.1252, 0.6046, -0.1744], [3.3513, -1.5458, 0.4082], [5.6891, -0.2505, -0.6482], [5.3375, -0.3278, 1.5395], [2.9997, -1.1137, -1.8483], [1.3050, -1.6723, -1.5359], [4.1297, 0.5931, -0.8891], [-31.2267, 2.9742, 2.1970], [-32.2359, 2.5804, 3.2731], [2.3169, -0.2047, -0.6786], [2.9631, 2.6040, -1.5289], [5.6599, 1.6510, -0.0106], [4.6805, -3.3340, 0.3333], [4.0938, 0.6954, 1.2337]],
  "atomic_forces_ev_per_a": [[-0.793, -2.255, 0.202], [-1.619, -1.380, -0.412], [2.219, -5.144, -0.867], [-3.831, 3.216, 1.529], [0.008, 3.112, 1.708], [2.819, -1.811, -4.874], [3.662, -1.605, -1.050], [1.235, 2.161, -0.990], [2.161, -2.935, 2.442], [-0.917, -0.045, 0.371], [-2.523, 0.704, -1.152], [0.984, 2.392, 0.000], [-2.874, -1.122, 3.065], [2.874, 1.122, -3.065], [-0.104, 7.408, 1.442], [0.436, 0.341, 0.100], [-1.696, -2.306, -0.515], [0.098, -0.878, 0.302], [-2.138, -0.976, 1.765]]
}

***

(6)
{
  "formula": "C5H12NO2",
  "method": "wB97M-V/def2-TZVPD",
  "smiles": "CN[C@@H](C[O-])[C@@H](C)O",
  "molar_mass_da": 118.2,
  "gap_ev": 6.28,
  "total_charge": -1,
  "e_homo_ev": -2.4,
  "species": ["O", "O", "N", "C", "C", "C", "C", "C", "H", "H", "H", "H", "H", "H", "H", "H", "H", "H", "H", "H"],
  "xyz": [[-1.1975, -2.1356, 0.2591], [0.1791, 1.4513, -1.5743], [-0.2795, 0.7875, 1.2775], [-0.9955, -0.9773, -0.3947], [0.2118, -0.1576, 0.2398], [-1.0803, 0.1440, 2.3092], [1.0319, 0.6527, -0.7296], [1.7681, -0.2618, -1.7059], [-1.7151, -0.6534, 1.9188], [-0.8148, -1.0864, -1.4916], [1.0374, -0.7719, -2.3255], [0.7555, -0.9530, 0.7500], [2.4853, 0.3035, -2.3020], [1.7383, 1.3297, -0.2583], [-1.8711, -0.2615, -0.2991], [-0.4235, -0.3757, 3.0112], [-0.6764, 1.6192, -1.1714], [2.3734, -1.0079, -1.1840], [-1.6685, 0.8792, 2.8618], [-0.8589, 1.4749, 0.8092]],
  "atomic_forces_ev_per_a": [[-0.022, 0.062, -0.183], [0.117, 0.553, -0.306], [0.447, 0.084, 0.059], [0.244, -0.182, 0.443], [-1.167, 0.302, 0.576], [-0.030, -0.461, 0.063], [-0.196, -0.831, -1.128], [0.563, 0.056, 0.372], [-0.269, 0.047, -0.132], [-0.095, 0.062, 0.000], [0.092, -0.015, -0.152], [0.456, 0.177, -0.044], [-0.223, 0.139, -0.298], [0.104, 0.060, 0.471], [0.024, 0.070, -0.287], [0.156, 0.150, 0.120], [0.047, -0.277, 0.200], [-0.197, -0.049, 0.167], [0.053, 0.085, -0.008], [-0.104, -0.030, 0.067]]
}

***

(7)
{
  "formula": "C5H12NO2",
  "method": "wB97M-V/def2-TZVPD",
  "molar_mass_da": 118.2,
  "gap_ev": 7.86,
  "total_charge": -1,
  "e_homo_ev": -3.9,
  "species": ["O", "O", "N", "C", "C", "C", "C", "C", "H", "H", "H", "H", "H", "H", "H", "H", "H", "H", "H", "H"],
  "xyz": [[-1.6686, -0.7444, 1.1281], [-0.0695, -2.6641, 1.4485], [1.7530, -1.6014, -1.0849], [-1.0577, 0.5093, 1.1966], [0.1251, 1.8303, -0.7256], [-1.1899, 1.3227, -0.1206], [0.8737, -0.5242, -1.0164], [1.1486, 0.7778, -1.0531], [0.5788, 2.5263, -0.0225], [-0.5696, -3.4587, 1.2916], [-0.1193, 2.4263, -1.6035], [-0.1264, -0.8643, -0.8547], [1.4696, -2.2322, -0.3377], [-1.7071, 0.6719, -0.8315], [2.7064, -1.3019, -0.9453], [-0.9646, -1.5186, 1.2690], [2.1664, 1.1127, -1.2547], [0.0068, 0.4295, 1.4614], [-1.5434, 1.0919, 1.9987], [-1.8124, 2.2112, 0.0566]],
  "atomic_forces_ev_per_a": [[0.069, 0.296, -0.179], [0.587, 0.689, -0.190], [0.117, 0.047, -0.148], [-0.169, 0.115, 0.098], [-0.128, -0.228, -0.088], [0.129, -0.040, 0.114], [0.236, 0.197, 0.137], [-0.064, -0.090, -0.165], [0.125, 0.205, 0.224], [-0.306, -0.381, -0.090], [-0.021, 0.226, -0.255], [-0.567, -0.057, 0.270], [-0.060, -0.359, 0.118], [-0.060, 0.127, 0.009], [0.145, -0.062, 0.037], [-0.025, -0.415, 0.080], [0.003, -0.028, 0.167], [-0.053, -0.066, -0.012], [0.122, 0.036, -0.007], [-0.077, -0.211, -0.121]]
}

***

(8)
{
  "formula": "C5H12NO2",
  "method": "wB97M-V/def2-TZVPD",
  "molar_mass_da": 118.2,
  "gap_ev": 8.23,
  "total_charge": -1,
  "e_homo_ev": -4.3,
  "species": ["O", "O", "N", "C", "C", "C", "C", "C", "H", "H", "H", "H", "H", "H", "H", "H", "H", "H", "H", "H"],
  "xyz": [[-0.1881, 0.8886, -1.7043], [1.4907, -0.7368, -1.5750], [-0.3325, -0.5737, 1.6614], [0.8851, 0.2779, -2.0848], [-0.0336, 0.7909, 1.2783], [-1.3680, -0.5131, 2.6996], [1.6820, 0.8851, -3.2422], [-0.7515, -1.3579, 0.5105], [-1.5355, -1.5525, 3.0922], [2.7239, 0.9592, -2.8945], [-0.9478, 0.0755, 3.4973], [0.6079, 1.3243, 2.0392], [1.4079, 1.8949, -3.4950], [-1.2387, -2.2324, 0.8745], [-2.3699, -0.0883, 2.3635], [0.1284, -1.6194, -0.1001], [0.4811, 0.7406, 0.3012], [-1.4281, -0.8250, -0.1967], [-0.9315, 1.4462, 1.1481], [1.7181, 0.2160, -4.1733]],
  "atomic_forces_ev_per_a": [[2.015, -1.525, -0.952], [-1.563, 1.449, -0.534], [-1.180, 0.702, 0.753], [-0.252, -0.138, 1.063], [1.054, 0.858, -0.309], [-0.155, -1.404, -0.487], [0.966, -0.693, -1.011], [0.422, 0.500, -0.907], [-0.050, 0.847, -0.263], [-0.173, -0.219, -0.113], [-0.162, 0.384, 0.496], [-0.450, -0.695, -0.524], [-0.584, 0.314, -0.304], [-0.403, -0.917, 0.255], [0.969, -0.260, 0.193], [-0.342, 0.119, 0.261], [-0.219, 0.381, 0.674], [0.159, -0.055, 0.525], [0.217, -0.541, -0.104], [-0.270, 0.894, 1.289]]
}

***

(9)
{
  "formula": "C5H12NO2",
  "method": "wB97M-V/def2-TZVPD",
  "molar_mass_da": 118.2,
  "gap_ev": [3.76, 10.47],
  "spin_multiplicity": 2,
  "s2": 0.75,
  "e_homo_ev": [-3.3, -10.0],
  "species": ["O", "O", "N", "C", "C", "C", "C", "C", "H", "H", "H", "H", "H", "H", "H", "H", "H", "H", "H", "H"],
  "xyz": [[2.6537, -0.6900, 0.1887], [-1.9177, -1.6072, -1.3897], [-1.4859, -0.6186, 0.9311], [0.2410, 1.0085, 0.0719], [-0.9763, -0.5361, -1.4447], [1.4376, 1.0356, 1.0731], [2.6640, 0.5211, 0.3539], [-0.2454, -0.4268, -0.1140], [0.5853, 1.4559, -0.8556], [-1.8219, -2.3302, -2.0166], [-0.5916, 1.6637, 0.3881], [-2.4184, -0.3528, 0.5129], [-1.6472, 0.3610, -1.5859], [-0.4346, -0.5775, -2.3692], [3.4052, 1.2562, -0.0200], [1.1940, 0.7221, 2.0706], [0.4381, -1.3023, 0.0178], [-1.4715, -1.6212, 1.1466], [-1.2360, -0.1091, 1.8013], [1.6276, 2.1479, 1.2397]],
  "atomic_forces_ev_per_a": [[1.446, 0.735, -0.694], [-0.356, -0.448, 0.360], [1.975, -0.236, -1.213], [0.832, -0.620, 1.170], [-2.217, 0.457, -0.409], [0.291, 4.453, -1.099], [-1.984, -1.766, 1.183], [-2.035, -0.083, -0.606], [0.142, -0.220, -0.452], [0.499, 0.323, -0.137], [0.406, -0.467, 0.107], [0.376, 0.057, 0.450], [0.879, -0.436, 0.367], [1.120, -0.172, -0.126], [0.075, -0.500, -0.021], [0.013, -1.146, 0.353], [-0.330, 1.261, 0.234], [-0.509, -0.330, 0.328], [-0.416, 0.117, 0.329], [-0.208, -0.978, -0.123]]
}

***

(10)
{
  "formula": "C5H12NO2",
  "method": "wB97M-V/def2-TZVPD",
  "molar_mass_da": 118.2,
  "gap_ev": 9.77,
  "total_charge": 1,
  "e_homo_ev": -14.1,
  "species": ["O", "O", "N", "C", "C", "C", "C", "C", "H", "H", "H", "H", "H", "H", "H", "H", "H", "H", "H", "H"],
  "xyz": [[-0.5276, -0.3018, -1.6710], [-0.6247, -3.9601, 2.0121], [1.4525, 0.5119, -0.3961], [-1.5772, 0.8302, 0.1485], [2.5324, 0.2401, 0.1805], [-0.4274, 1.8279, 0.4637], [-1.5643, 0.0634, -1.1542], [0.8063, 1.8268, -0.4359], [-0.0593, 1.5855, 1.4438], [-0.8105, 2.8182, 0.4493], [-2.5194, -0.2551, -1.5788], [3.1069, 0.9140, 0.7993], [-0.2661, -4.8363, 1.8076], [1.4992, 2.5807, -0.0923], [2.8887, -0.7540, 0.1187], [0.4382, 2.0119, -1.4350], [0.9215, -0.1472, -0.9715], [-1.6091, 0.0920, 0.9754], [-2.5448, 1.2958, 0.2796], [-1.4805, -4.1045, 2.3305]],
  "atomic_forces_ev_per_a": [[-0.660, -0.209, -0.639], [2.204, 0.160, -0.921], [0.492, 1.484, -0.278], [-0.073, -0.224, 0.387], [0.334, -0.244, 0.620], [0.203, -1.171, -0.209], [0.587, -0.190, 0.868], [-0.877, -0.233, 0.376], [-0.074, 0.240, 0.699], [-0.301, 0.898, 0.137], [-0.197, 0.106, -0.115], [-0.202, 0.527, -0.136], [-0.176, 0.310, 0.111], [0.207, 0.176, -0.113], [0.343, -0.958, -0.150], [0.597, 0.025, -0.475], [-0.324, -0.544, -0.124], [0.144, -0.140, -0.603], [-0.204, 0.410, -0.222], [-2.022, -0.423, 0.786]]
}

***

ΔE to the lowest compared entry with this formula, charge and spin readings, ordered: 19.2; 12.9; 88.9; 43.3; 506.0; 73.4; 54.7; 37.4; 79.3; 35.6 kcal/mol
E_tot readings, ordered: -327.4290; -327.4390; -327.3179; -327.3906; -326.6532; -402.9124; -402.9423; -402.9698; -402.7702; -402.6651 Ha